1.
C18H22O5 in the gas phase. Source: the OMol25 dataset; level of theory: ωB97M-V/def2-TZVPD.

Last column: Mulliken charge in e.
Atoms and positions in Å:
C (-4.41, -2.62, 1.49)  -1.086
C (-4.84, -1.98, 0.18)  -0.442
O (-4.19, -0.75, -0.06)  -0.502
C (-2.89, -0.73, -0.46)  1.116
C (-2.14, -1.84, -0.81)  -0.551
C (-0.82, -1.69, -1.22)  -1.119
C (-0.24, -0.44, -1.30)  -0.075
C (1.20, -0.27, -1.71)  -1.322
C (2.12, -0.25, -0.51)  0.302
O (1.77, -0.41, 0.62)  -0.603
C (3.58, 0.00, -0.90)  0.993
C (4.03, 1.29, -0.22)  0.004
O (4.15, 2.30, -0.85)  -0.595
C (4.26, 1.17, 1.26)  -0.728
C (5.21, 0.01, 1.56)  -0.629
C (4.63, -1.30, 1.02)  -0.724
C (4.41, -1.20, -0.46)  -0.020
O (4.81, -1.99, -1.27)  -0.592
C (-0.99, 0.68, -0.94)  -0.283
C (-2.30, 0.55, -0.53)  0.509
O (-3.11, 1.58, -0.17)  -0.394
C (-2.60, 2.90, -0.21)  -0.292
C (-3.72, 3.84, 0.24)  -1.451
H (-4.97, -3.54, 1.66)  0.377
H (-4.60, -1.94, 2.32)  0.311
H (-3.35, -2.86, 1.48)  0.347
H (-5.90, -1.72, 0.23)  0.353
H (-4.69, -2.67, -0.66)  0.346
H (-2.56, -2.83, -0.77)  0.342
H (-0.25, -2.57, -1.49)  0.426
H (1.34, 0.66, -2.26)  0.476
H (1.52, -1.09, -2.35)  0.489
H (3.67, 0.12, -1.98)  0.660
H (4.65, 2.11, 1.64)  0.383
H (3.29, 0.97, 1.73)  0.323
H (5.35, -0.08, 2.64)  0.353
H (6.18, 0.20, 1.11)  0.332
H (5.29, -2.14, 1.23)  0.374
H (3.66, -1.48, 1.49)  0.324
H (-0.53, 1.65, -1.00)  0.458
H (-2.29, 3.15, -1.23)  0.364
H (-1.74, 2.99, 0.46)  0.373
H (-3.37, 4.86, 0.22)  0.421
H (-4.57, 3.74, -0.43)  0.324
H (-4.03, 3.58, 1.24)  0.326

## Properties
energy relative to the best compared isomer or geometry (same formula, charge and spin)	34.5	kcal/mol
DFT total energy	-29260.0267	eV
frontier orbital gap	0.3185	Eh
highest occupied orbital energy	-8.03	eV


2.
C18H22O6 in the gas phase in a non-equilibrium geometry. Source: the OMol25 dataset; level of theory: ωB97M-V/def2-TZVPD.

Last column: Mulliken charge in e.
Atoms and positions in Å:
C (0.97, -4.34, 3.30)  -1.406
C (0.71, -3.84, 1.87)  -0.472
C (-0.49, -2.99, 1.56)  1.006
C (-1.57, -3.78, 0.92)  -1.638
C (-0.05, -1.83, 0.52)  -0.599
O (-0.10, -1.99, -0.71)  -0.595
C (0.22, -0.36, 1.06)  0.271
C (1.39, -0.35, 2.07)  0.119
O (1.42, -1.04, 3.02)  -0.530
O (2.35, 0.52, 1.67)  -0.410
C (1.77, 1.50, 0.76)  1.256
C (1.32, 2.70, 1.64)  -1.497
C (2.55, 2.08, -0.52)  0.170
O (3.74, 1.93, -0.63)  -0.607
C (1.83, 2.81, -1.49)  -1.186
C (0.42, 2.51, -1.74)  0.811
C (-0.20, 2.92, -2.92)  -0.861
C (-1.52, 2.48, -3.17)  0.629
C (-2.20, 3.21, -4.33)  -1.346
O (-2.23, 1.45, -2.54)  -0.426
C (-1.47, 0.70, -1.54)  -0.314
O (-2.53, 0.25, -0.62)  -0.486
C (-0.36, 1.53, -0.81)  0.113
C (0.70, 0.66, 0.01)  -0.778
H (1.72, -5.11, 3.36)  0.400
H (1.27, -3.64, 4.02)  0.352
H (0.06, -4.78, 3.78)  0.330
H (1.66, -3.32, 1.62)  0.217
H (0.67, -4.85, 1.33)  0.401
H (-0.86, -2.48, 2.49)  0.286
H (-2.50, -3.20, 0.82)  0.392
H (-1.92, -4.68, 1.43)  0.387
H (-1.29, -4.03, -0.17)  0.293
H (-0.73, -0.15, 1.48)  0.691
H (0.51, 3.20, 1.16)  0.385
H (0.86, 2.37, 2.57)  0.377
H (2.08, 3.48, 1.82)  0.366
H (2.48, 3.43, -2.05)  0.478
H (0.20, 3.58, -3.66)  0.341
H (-1.52, 3.74, -4.94)  0.388
H (-2.90, 4.00, -3.93)  0.282
H (-2.80, 2.53, -4.99)  0.337
H (-1.00, -0.21, -2.09)  0.358
H (-2.98, 1.04, -0.53)  0.420
H (-0.87, 2.21, -0.20)  0.413
H (1.21, 0.11, -0.73)  0.881

## Properties
energy relative to the best compared isomer or geometry (same formula, charge and spin)	50.0	kcal/mol
DFT total energy	-31305.0030	eV
frontier orbital gap	0.2898	Eh
highest occupied orbital energy	-8.46	eV


3.
A molecular structure, C18H23AsF6N3O5PtS4 in a non-equilibrium geometry. Source: the OMol25 dataset; level of theory: ωB97M-V/def2-TZVPD.

Last column: Mulliken charge in e.
Atoms and positions in Å:
Pt (-0.01, -0.44, 0.05)  0.784
C (3.39, 1.51, -2.09)  -0.746
O (3.73, 1.07, -0.77)  -0.317
C (3.06, 0.05, -0.21)  0.447
S (3.44, -0.28, 1.37)  -0.398
S (2.02, -0.92, -1.21)  -0.372
H (3.96, 2.43, -2.24)  0.235
H (2.33, 1.70, -2.16)  0.300
H (3.68, 0.76, -2.83)  0.357
C (-0.02, 1.58, 2.90)  -0.945
As (0.61, 2.49, 1.31)  0.997
C (2.38, 3.10, 1.81)  -1.218
C (-0.32, 4.16, 1.03)  -1.046
O (0.74, 1.68, -0.13)  -0.806
H (0.64, 1.83, 3.73)  0.482
H (0.00, 0.51, 2.69)  0.217
H (-1.04, 1.88, 3.11)  0.279
H (2.31, 3.87, 2.58)  0.433
H (2.87, 3.51, 0.92)  0.319
H (2.97, 2.26, 2.17)  0.300
H (-0.24, 4.80, 1.91)  0.370
H (-1.37, 3.97, 0.80)  0.269
H (0.16, 4.64, 0.17)  0.323
N (-6.07, -4.64, 4.25)  -0.572
C (-5.38, -4.48, 3.05)  1.213
C (-5.44, -3.29, 2.34)  -0.945
C (-4.83, -3.18, 1.11)  -0.058
C (-4.12, -4.25, 0.58)  -0.502
C (-4.03, -5.44, 1.29)  -0.389
C (-4.66, -5.56, 2.52)  -0.665
S (-3.28, -4.02, -0.97)  1.075
O (-2.79, -5.31, -1.41)  -0.692
O (-4.19, -3.32, -1.83)  -0.695
N (-2.09, -2.98, -0.58)  -0.325
C (-0.99, -3.34, 0.04)  0.587
S (-0.42, -4.99, 0.37)  -0.113
C (0.95, -4.36, 1.23)  -0.518
C (0.95, -3.02, 1.21)  -0.494
N (-0.13, -2.45, 0.56)  -0.048
H (-6.30, -3.79, 4.75)  0.218
H (-5.76, -5.39, 4.84)  0.209
H (-5.99, -2.44, 2.75)  0.284
H (-4.89, -2.26, 0.53)  0.425
H (-3.48, -6.27, 0.86)  0.493
H (-4.60, -6.49, 3.07)  0.261
H (1.69, -5.01, 1.67)  0.407
H (1.69, -2.37, 1.64)  0.265
C (-3.40, -0.49, -0.55)  -2.525
C (-2.99, 0.83, 0.10)  1.830
O (-1.69, 0.91, 0.52)  -0.564
C (-3.27, 1.96, -0.93)  0.552
F (-2.82, 3.17, -0.51)  -0.256
F (-4.58, 2.12, -1.20)  -0.280
F (-2.66, 1.70, -2.10)  -0.271
C (-3.88, 1.05, 1.35)  0.455
F (-3.62, 0.10, 2.27)  -0.248
F (-3.63, 2.24, 1.95)  -0.273
F (-5.21, 1.01, 1.12)  -0.303
H (-2.74, -0.69, -1.39)  0.520
H (-4.43, -0.47, -0.89)  0.599
H (-3.26, -1.29, 0.16)  0.080

## Properties
charge	-1
energy relative to the best compared isomer or geometry (same formula, charge and spin)	37.8	kcal/mol
DFT total energy	-157480.6902	eV
frontier orbital gap	0.2668	Eh
highest occupied orbital energy	-4.98	eV


4.
A molecular structure, C18H23BClF3IN2O12P2S2 in a non-equilibrium geometry. Source: the OMol25 dataset; level of theory: ωB97M-V/def2-TZVPD.

Last column: Mulliken charge in e.
Atoms and positions in Å:
C (-4.53, 0.21, 1.07)  -0.652
C (-3.55, 1.20, 1.94)  -0.497
C (-1.92, 0.91, 1.67)  0.418
N (-1.11, 2.13, 1.46)  0.023
C (0.16, 2.04, 0.68)  -1.293
C (-0.04, 2.06, -0.99)  0.872
P (1.57, 2.88, -1.67)  0.471
C (1.83, 4.66, -1.14)  -0.806
C (2.98, 1.87, -2.21)  -0.963
P (-1.17, 3.59, -1.46)  0.311
O (-2.73, 3.55, -0.76)  -0.432
Cl (-1.57, 3.52, -3.60)  -0.240
C (-0.45, 0.66, -1.66)  -1.423
I (-2.63, 0.36, -2.07)  0.121
C (0.16, 0.41, -3.20)  0.541
C (-0.70, -0.69, -4.07)  -0.017
O (-1.28, -0.26, -5.23)  -0.590
O (-0.87, -2.12, -3.77)  -0.221
C (0.39, -2.75, -3.33)  0.563
C (1.86, -2.62, -4.08)  -0.743
O (0.38, -3.48, -2.19)  -0.431
O (-0.15, -0.58, -0.96)  0.043
S (1.01, -0.61, 0.21)  1.393
O (0.62, -1.78, 1.20)  -0.591
O (2.35, -1.14, -0.44)  -0.702
C (1.29, 1.00, 1.20)  0.405
C (1.26, 0.65, 2.83)  -0.225
C (2.64, -0.16, 3.33)  0.222
O (3.61, 0.54, 3.96)  -0.523
F (2.85, -1.62, 3.17)  -0.182
N (2.74, 1.31, 0.95)  -0.350
C (3.19, 2.50, 1.41)  0.232
S (3.75, 3.88, 2.29)  -0.122
H (-4.00, -0.71, 0.57)  0.208
H (-4.99, 0.89, 0.20)  0.121
H (-5.47, -0.10, 1.73)  0.284
H (-3.83, 1.05, 3.09)  0.376
H (-3.80, 2.34, 1.72)  0.247
H (-1.63, 0.39, 2.70)  -0.001
H (-1.87, 0.07, 0.87)  -0.348
H (-0.89, 2.56, 2.41)  0.401
H (0.62, 3.14, 0.84)  0.135
H (1.25, 5.37, -1.90)  0.307
H (1.39, 4.95, -0.07)  0.260
H (2.97, 4.96, -1.25)  0.307
H (3.94, 2.56, -2.37)  0.374
H (3.37, 0.96, -1.57)  0.299
H (2.78, 1.41, -3.30)  0.258
H (-2.98, 2.74, -0.26)  0.291
H (1.22, -0.12, -3.01)  -0.100
H (0.30, 1.40, -3.80)  0.411
H (2.05, -1.54, -4.54)  0.249
H (2.00, -3.48, -4.86)  0.325
H (2.67, -2.74, -3.22)  0.262
H (0.41, -0.08, 3.15)  0.269
H (1.15, 1.62, 3.48)  0.418
B (0.07, -4.98, 2.99)  0.723
O (-1.28, -4.39, 2.99)  -0.351
C (-2.14, -5.36, 2.69)  0.589
O (-3.35, -5.21, 2.61)  -0.655
C (-1.43, -6.59, 2.48)  0.577
O (-1.92, -7.67, 2.19)  -0.636
O (-0.11, -6.39, 2.65)  -0.502
F (0.67, -4.85, 4.30)  -0.354
F (0.90, -4.32, 1.99)  -0.356

## Properties
charge	-1
DFT total energy	-116281.6917	eV
frontier orbital gap	0.2372	Eh
highest occupied orbital energy	-6.39	eV


Question: Which value of highest occupied orbital energy does entry 3 give?
Answer: -4.98 eV


What did the third record say?
A molecular structure, C18H23AsF6N3O5PtS4 in a non-equilibrium geometry. Source: the OMol25 dataset; level of theory: ωB97M-V/def2-TZVPD.

Last column: Mulliken charge in e.
Atoms and positions in Å:
Pt (-0.01, -0.44, 0.05)  0.784
C (3.39, 1.51, -2.09)  -0.746
O (3.73, 1.07, -0.77)  -0.317
C (3.06, 0.05, -0.21)  0.447
S (3.44, -0.28, 1.37)  -0.398
S (2.02, -0.92, -1.21)  -0.372
H (3.96, 2.43, -2.24)  0.235
H (2.33, 1.70, -2.16)  0.300
H (3.68, 0.76, -2.83)  0.357
C (-0.02, 1.58, 2.90)  -0.945
As (0.61, 2.49, 1.31)  0.997
C (2.38, 3.10, 1.81)  -1.218
C (-0.32, 4.16, 1.03)  -1.046
O (0.74, 1.68, -0.13)  -0.806
H (0.64, 1.83, 3.73)  0.482
H (0.00, 0.51, 2.69)  0.217
H (-1.04, 1.88, 3.11)  0.279
H (2.31, 3.87, 2.58)  0.433
H (2.87, 3.51, 0.92)  0.319
H (2.97, 2.26, 2.17)  0.300
H (-0.24, 4.80, 1.91)  0.370
H (-1.37, 3.97, 0.80)  0.269
H (0.16, 4.64, 0.17)  0.323
N (-6.07, -4.64, 4.25)  -0.572
C (-5.38, -4.48, 3.05)  1.213
C (-5.44, -3.29, 2.34)  -0.945
C (-4.83, -3.18, 1.11)  -0.058
C (-4.12, -4.25, 0.58)  -0.502
C (-4.03, -5.44, 1.29)  -0.389
C (-4.66, -5.56, 2.52)  -0.665
S (-3.28, -4.02, -0.97)  1.075
O (-2.79, -5.31, -1.41)  -0.692
O (-4.19, -3.32, -1.83)  -0.695
N (-2.09, -2.98, -0.58)  -0.325
C (-0.99, -3.34, 0.04)  0.587
S (-0.42, -4.99, 0.37)  -0.113
C (0.95, -4.36, 1.23)  -0.518
C (0.95, -3.02, 1.21)  -0.494
N (-0.13, -2.45, 0.56)  -0.048
H (-6.30, -3.79, 4.75)  0.218
H (-5.76, -5.39, 4.84)  0.209
H (-5.99, -2.44, 2.75)  0.284
H (-4.89, -2.26, 0.53)  0.425
H (-3.48, -6.27, 0.86)  0.493
H (-4.60, -6.49, 3.07)  0.261
H (1.69, -5.01, 1.67)  0.407
H (1.69, -2.37, 1.64)  0.265
C (-3.40, -0.49, -0.55)  -2.525
C (-2.99, 0.83, 0.10)  1.830
O (-1.69, 0.91, 0.52)  -0.564
C (-3.27, 1.96, -0.93)  0.552
F (-2.82, 3.17, -0.51)  -0.256
F (-4.58, 2.12, -1.20)  -0.280
F (-2.66, 1.70, -2.10)  -0.271
C (-3.88, 1.05, 1.35)  0.455
F (-3.62, 0.10, 2.27)  -0.248
F (-3.63, 2.24, 1.95)  -0.273
F (-5.21, 1.01, 1.12)  -0.303
H (-2.74, -0.69, -1.39)  0.520
H (-4.43, -0.47, -0.89)  0.599
H (-3.26, -1.29, 0.16)  0.080

## Properties
charge	-1
energy relative to the best compared isomer or geometry (same formula, charge and spin)	37.8	kcal/mol
DFT total energy	-157480.6902	eV
frontier orbital gap	0.2668	Eh
highest occupied orbital energy	-4.98	eV


Question: Look up the highest occupied orbital energy of the fourth one.
Answer: -6.39 eV